Below is a 4-piece molecular cluster, C31H68N4O4 overall in a non-equilibrium geometry, with properties calculated with wB97M-V/def2-TZVPD.

Structure (ORCA input):
```
! RIJCOSX wB97M-V def2-TZVPD def2/J DEFGRID3
* xyz 0 1
C 4.8415 2.4914 -1.3093
C 5.0572 3.0718 0.1535
C 4.0561 2.4963 1.1393
C 6.4709 2.7095 0.7616
C 7.6805 3.4828 0.2314
C 7.4145 4.9796 0.5064
C 6.1056 5.4463 -0.1480
C 5.8649 6.9066 0.4797
C 6.2657 5.6138 -1.6348
N 4.9677 4.5980 0.2431
O 3.7522 5.1316 0.0103
H 5.7193 2.5005 -1.9555
H 4.6436 1.4280 -1.1745
H 4.0049 2.8562 -1.9054
H 3.0007 2.7022 0.9608
H 4.0971 1.4100 1.0590
H 4.2465 2.7882 2.1721
H 6.6467 2.9463 1.8109
H 6.5776 1.6264 0.8232
H 8.5905 2.9743 0.5499
H 7.6785 3.3149 -0.8456
H 8.2759 5.4730 0.0561
H 7.4830 5.0751 1.5900
H 4.9671 7.3678 0.0682
H 6.8252 7.4221 0.4679
H 5.5003 6.8030 1.5016
H 7.0447 6.2115 -2.1082
H 5.2967 6.0331 -1.9052
H 6.3700 4.6379 -2.1089
H 3.2686 5.0120 0.8309
C 4.9055 -5.1055 -2.9578
C 3.6417 -4.7664 -2.1213
C 2.9167 -6.1167 -1.8858
C 4.0506 -4.0948 -0.7643
C 2.9067 -3.3665 -0.0408
C 2.3809 -2.3019 -1.0314
C 1.7904 -2.9099 -2.3656
C 0.4420 -3.6618 -2.2615
C 1.6410 -1.7835 -3.3941
N 2.7513 -3.8982 -2.8868
O 2.5665 -4.2644 -4.2718
H 5.3315 -4.2598 -3.4977
H 5.6200 -5.3889 -2.1850
H 4.6811 -5.8727 -3.6988
H 3.6579 -6.8270 -1.5195
H 2.3199 -5.9251 -0.9941
H 2.2492 -6.5146 -2.6501
H 4.5269 -4.7480 -0.0331
H 4.9081 -3.4595 -0.9864
H 2.1864 -4.1762 0.0756
H 3.2858 -2.8340 0.8315
H 3.1883 -1.6035 -1.2513
H 1.5193 -1.7239 -0.6970
H -0.2226 -3.2752 -1.4889
H 0.7332 -4.6989 -2.0948
H 0.0080 -3.8835 -3.2365
H 1.1637 -2.0552 -4.3356
H 2.6330 -1.4501 -3.6991
H 1.0876 -0.9190 -3.0274
H 3.3140 -3.8954 -4.7479
C -9.5015 0.2429 0.4896
C -8.9349 0.2854 1.9404
C -9.3838 1.7439 2.4932
C -9.6717 -0.8131 2.8371
C -9.1166 -2.2155 2.6155
C -7.6992 -2.2222 3.1023
C -6.8195 -1.3166 2.1190
C -5.5926 -0.8370 2.9247
C -6.3832 -2.0141 0.8539
N -7.4522 0.0881 1.8686
O -6.7860 0.8941 0.9628
H -10.5766 0.4219 0.4798
H -9.0669 1.1295 0.0278
H -9.2491 -0.7070 0.0183
H -9.0432 2.5496 1.8428
H -10.4634 1.8859 2.4450
H -8.9389 2.0010 3.4545
H -9.5776 -0.4559 3.8626
H -10.7076 -0.9395 2.5223
H -9.6993 -2.9946 3.1069
H -8.9657 -2.3506 1.5445
H -7.4843 -3.2636 2.8631
H -7.6829 -2.0968 4.1850
H -4.8594 -0.2154 2.4108
H -4.9982 -1.6015 3.4250
H -5.9175 -0.1142 3.6731
H -5.4085 -1.5618 0.6705
H -7.1134 -1.6962 0.1097
H -6.3147 -3.1016 0.8799
H -6.2241 1.4136 1.5425
C 0.5571 1.8202 -1.2779
O -0.3610 1.9666 -0.2355
C -1.3919 1.0223 -0.2300
C -0.9534 -0.0970 0.7700
C -1.7316 -1.3542 0.5253
N -1.4122 0.4831 2.1033
H 0.1449 1.9314 -2.2809
H 1.0918 0.8806 -1.4173
H 1.3705 2.5401 -1.3688
H -2.3781 1.4099 0.0255
H -1.3976 0.6179 -1.2422
H 0.1134 -0.2251 0.5870
H -1.0920 -2.0961 1.0035
H -1.8772 -1.5733 -0.5325
H -2.6306 -1.4816 1.1282
H -2.2931 0.8833 1.8134
H -1.0249 1.4037 2.2540
*
```

Results
Energy in eV: -47391.07167
Kohn-Sham gap in Ha: 0.3062
E_LUMO in hartree: 0.0202
ΔE to the lowest compared entry with this formula, charge and spin in kcal per mole: 81.0
HOMO energy in eV: -7.783